1.
{
  "formula": "C6H15N3O2P",
  "method": "ωB97M-V with the def2-TZVPD basis set",
  "elements": ["C", "C", "C", "N", "C", "N", "C", "P", "O", "O", "C", "N", "H", "H", "H", "H", "H", "H", "H", "H", "H", "H", "H", "H", "H", "H", "H"],
  "positions_angstrom": [[1.89274, 1.30639, 1.57888], [2.26533, 0.23322, 0.53776], [1.86224, -1.19794, 0.94005], [0.81838, -1.80382, 0.09560], [-0.35627, -1.27886, -0.15487], [-0.68694, -0.10207, 0.43573], [-1.89113, 0.61272, -0.01577], [-1.33253, 2.10878, -0.96728], [-0.82501, 3.11455, -0.01584], [-2.82487, -0.23180, -0.63046], [-2.23204, -1.02026, -1.61118], [-1.25835, -1.92958, -0.94671], [2.78234, 1.71261, 2.04611], [1.28183, 0.90202, 2.38402], [1.33107, 2.12222, 1.13542], [1.79039, 0.47061, -0.40945], [3.34097, 0.23291, 0.42133], [2.72166, -1.85014, 0.83196], [1.56263, -1.27021, 1.98306], [0.99775, -2.72503, -0.26469], [-0.57414, -0.11691, 1.44104], [-2.36766, 1.03638, 0.86297], [-0.34251, 1.66574, -1.86886], [-2.44796, 2.53267, -1.70639], [-3.00468, -1.62134, -2.07253], [-1.73903, -0.42768, -2.38469], [-0.76421, -2.47517, -1.64520]],
  "forces_ev_per_angstrom": [[-0.01, -0.07, -0.11], [-0.45, 0.04, 0.63], [0.30, -0.02, -0.13], [-0.02, -0.03, 0.09], [-0.32, 0.02, 0.39], [-0.67, -0.56, -0.06], [0.00, -0.12, -0.17], [0.27, 0.80, 0.52], [0.12, -0.07, 0.12], [0.07, 0.10, -0.03], [-0.29, -0.44, 0.30], [0.91, 1.06, -0.88], [0.08, 0.11, 0.07], [-0.07, -0.09, 0.12], [0.00, 0.14, -0.05], [0.23, 0.00, -0.24], [0.15, 0.04, -0.33], [0.00, -0.19, -0.02], [-0.11, 0.10, 0.15], [0.01, -0.20, -0.03], [0.45, 0.31, 0.03], [-0.10, 0.08, 0.09], [-0.31, -0.25, -0.24], [-0.03, -0.36, -0.26], [-0.10, -0.11, 0.03], [0.12, 0.12, -0.02], [-0.25, -0.42, 0.03]],
  "total_charge": 1,
  "relative_energy_kj_mol": 179.2,
  "smiles": "CCCNC1=[NH+][C@@H]([PH2]=O)OCN1",
  "lumo_energy_ev": -3.411,
  "homo_lumo_gap_ha": 0.3804,
  "max_force_ev_per_a": 1.65
}

---

2.
{
  "formula": "C29H30BF4N2O5PPtSi",
  "method": "ωB97M-V with the def2-TZVPD basis set",
  "elements": ["Pt", "C", "C", "N", "C", "C", "N", "C", "O", "O", "C", "O", "O", "H", "H", "H", "H", "H", "O", "C", "C", "C", "C", "C", "C", "C", "P", "C", "C", "C", "C", "C", "C", "C", "C", "C", "C", "C", "C", "H", "H", "H", "H", "H", "H", "H", "H", "H", "H", "H", "H", "H", "H", "F", "B", "F", "F", "F", "C", "Si", "C", "C", "C", "H", "H", "H", "H", "H", "H", "H", "H", "H", "H", "H"],
  "positions_angstrom": [[0.13506, 0.33244, 0.14528], [2.39895, -1.39426, 2.96788], [0.97289, -1.00552, 3.13511], [0.21247, -0.36680, 2.26451], [-1.00138, -0.15846, 2.85434], [-0.99337, -0.68624, 4.10891], [0.26257, -1.21660, 4.26007], [-1.94390, -0.78902, 5.25019], [-3.10429, -0.20141, 5.11304], [-1.58976, -1.39106, 6.23998], [-2.04345, 0.58250, 2.10572], [-3.08451, 0.89575, 2.68346], [-1.76724, 0.86877, 0.88259], [2.73113, -1.13362, 1.96835], [2.53695, -2.46675, 3.11871], [3.02500, -0.86845, 3.69100], [0.54088, -1.68084, 5.11169], [-3.18950, 0.23827, 4.20295], [-0.71700, 2.07560, -1.84780], [0.01706, 1.15128, -1.75836], [0.83506, 0.50672, -2.81984], [0.89897, 1.11817, -4.06687], [1.67138, 0.57200, -5.07566], [2.38641, -0.59474, -4.84699], [2.32159, -1.20244, -3.60447], [1.54304, -0.64977, -2.59167], [1.43115, -1.40084, -0.93587], [3.20017, -1.67133, -0.55930], [3.79591, -2.92972, -0.56093], [5.17102, -3.04822, -0.38792], [5.95614, -1.91982, -0.21266], [5.36716, -0.66112, -0.22244], [3.99931, -0.54417, -0.39506], [0.76971, -3.05803, -1.12284], [0.71282, -3.86475, 0.01292], [0.23546, -5.15769, -0.08864], [-0.18096, -5.64714, -1.32068], [-0.12780, -4.84176, -2.44656], [0.32770, -3.53611, -2.34948], [0.32968, 2.02672, -4.22198], [1.72284, 1.05441, -6.04348], [2.98484, -1.03025, -5.63733], [2.87782, -2.11223, -3.41122], [3.19711, -3.81871, -0.70432], [5.62657, -4.03024, -0.39547], [7.02538, -2.01766, -0.07298], [5.97378, 0.22717, -0.09371], [3.53659, 0.42771, -0.40600], [1.01686, -3.46933, 0.97544], [0.17187, -5.77982, 0.79521], [-0.57587, -6.65279, -1.39211], [-0.46486, -5.22095, -3.40249], [0.31913, -2.89162, -3.21729], [-3.42048, -1.47632, -0.18210], [-2.19464, -2.04450, -0.42613], [-1.42328, -2.18022, 0.76980], [-2.28633, -3.26549, -1.08818], [-1.38698, -1.13218, -1.26609], [2.14024, 4.74107, 1.28257], [2.32244, 2.96708, 0.72413], [3.49618, 2.09875, 1.89928], [2.88138, 2.91360, -1.06310], [0.61157, 2.21053, 0.88980], [3.10157, 5.26241, 1.25525], [1.76165, 4.78348, 2.30792], [1.43862, 5.28694, 0.64564], [4.42341, 2.66737, 2.02527], [3.76443, 1.09645, 1.56866], [3.02646, 2.01034, 2.88488], [3.86351, 3.37776, -1.19589], [2.16591, 3.46209, -1.68582], [2.93466, 1.90113, -1.45855], [-0.12095, 2.81531, 0.35182], [0.32560, 2.15488, 1.94106]],
  "forces_ev_per_angstrom": [[-1.58, -1.67, -0.10], [-0.11, -0.06, 0.06], [0.00, -0.01, 0.03], [0.15, -0.17, -0.13], [-0.06, 0.10, -0.07], [0.08, 0.01, 0.07], [-0.08, -0.01, 0.00], [0.22, -0.10, 0.02], [-0.15, 0.20, -0.39], [-0.09, 0.11, -0.09], [-0.26, -0.01, 0.32], [0.15, -0.16, -0.15], [0.67, 0.76, -0.39], [0.04, 0.01, -0.04], [-0.01, 0.02, -0.02], [0.00, 0.00, -0.03], [0.06, -0.02, 0.02], [0.04, -0.11, 0.25], [-0.06, 0.65, -0.98], [-0.26, -0.98, 2.22], [-0.21, 0.63, -0.63], [-0.13, 0.22, -0.16], [-0.07, 0.15, -0.06], [0.02, -0.10, 0.09], [0.07, -0.13, 0.03], [0.15, -0.65, 0.24], [1.10, 1.37, -0.48], [-0.06, -0.09, -0.03], [0.01, -0.02, 0.01], [-0.05, -0.02, 0.02], [0.00, 0.02, -0.01], [0.03, 0.01, 0.03], [0.03, -0.10, 0.02], [-0.20, 0.07, 0.33], [-0.02, -0.03, -0.05], [0.03, -0.04, 0.03], [0.01, 0.03, 0.03], [0.04, -0.04, -0.03], [0.08, 0.00, -0.01], [0.03, -0.02, -0.02], [-0.03, 0.01, 0.03], [0.02, 0.01, 0.05], [0.02, 0.00, -0.03], [0.00, 0.00, -0.01], [-0.02, 0.01, 0.01], [-0.02, 0.00, -0.01], [-0.03, -0.02, 0.00], [-0.01, 0.10, 0.01], [-0.02, -0.02, 0.00], [-0.01, 0.02, -0.03], [0.04, 0.02, -0.02], [-0.03, 0.03, 0.03], [-0.03, -0.03, -0.01], [0.29, -0.09, -0.02], [-0.04, -0.12, 0.02], [-0.24, 0.10, -0.18], [-0.02, 0.33, 0.19], [0.09, -0.12, 0.21], [-0.08, 0.08, 0.01], [-0.04, -0.17, 0.01], [0.10, 0.03, 0.04], [0.00, 0.15, -0.03], [0.65, 0.06, -0.23], [-0.05, -0.03, 0.00], [0.04, 0.02, -0.05], [0.05, -0.02, 0.04], [-0.06, -0.04, -0.02], [0.00, -0.01, 0.08], [0.03, 0.04, -0.06], [-0.06, -0.03, 0.02], [0.06, -0.01, 0.06], [-0.01, 0.01, -0.11], [-0.11, -0.07, 0.07], [-0.07, -0.03, -0.02]],
  "total_charge": 0,
  "relative_energy_kj_mol": 77.0,
  "lumo_energy_ev": -1.960,
  "homo_lumo_gap_ha": 0.2699,
  "max_force_ev_per_a": 2.44
}

---

3.
{
  "formula": "C14H13I2N4STl",
  "method": "ωB97M-V with the def2-TZVPD basis set",
  "elements": ["Tl", "N", "C", "S", "N", "N", "C", "C", "C", "C", "C", "C", "C", "C", "C", "C", "C", "C", "N", "H", "H", "H", "H", "H", "H", "H", "H", "H", "H", "H", "I", "C", "I", "H", "H"],
  "positions_angstrom": [[1.20311, -2.39125, -0.72716], [-3.41119, -3.01865, -0.09426], [-2.16199, -2.52635, 0.07064], [-0.98859, -3.61465, 0.67764], [-1.99509, -1.25065, -0.20766], [-0.74209, -0.80335, -0.14466], [-0.50149, 0.47415, -0.11696], [-1.55979, 1.50125, -0.22216], [-2.37369, 1.50825, -1.34996], [-3.37229, 2.45275, -1.48536], [-3.58019, 3.38685, -0.48556], [-2.80039, 3.36495, 0.65794], [-1.78849, 2.43135, 0.78774], [0.87511, 0.86705, 0.09754], [1.28181, 2.20225, -0.03856], [2.56921, 2.56035, 0.29214], [3.43291, 1.58275, 0.77294], [2.97831, 0.27765, 0.81814], [1.75321, -0.08765, 0.47264], [-3.59449, -3.93015, 0.29164], [-4.17049, -2.36385, -0.18616], [-2.21059, 0.76805, -2.11696], [-3.99149, 2.46125, -2.37056], [-4.36629, 4.11775, -0.59126], [-2.98809, 4.08055, 1.44654], [-1.18409, 2.40735, 1.68214], [0.57881, 2.92995, -0.41036], [2.90031, 3.58305, 0.18194], [4.43371, 1.82755, 1.08734], [3.62961, -0.51895, 1.15134], [4.89601, -2.90955, -0.40296], [4.59151, -4.99655, 0.02604], [2.53111, -5.59835, 0.28624], [5.11901, -5.21095, 0.94984], [5.00691, -5.56435, -0.79986]],
  "forces_ev_per_angstrom": [[-0.42, -0.13, -0.08], [-0.23, 0.00, 0.01], [0.48, -0.09, 0.18], [0.56, -0.37, 0.02], [-0.83, 0.69, -0.44], [0.51, 0.29, 0.27], [-0.97, -1.01, -0.08], [-0.26, -0.01, -0.04], [0.11, 0.07, 0.00], [-0.02, 0.02, -0.10], [-0.13, 0.02, 0.04], [-0.06, 0.16, 0.03], [0.07, -0.18, -0.07], [1.10, 0.26, 0.15], [-0.23, -0.26, -0.10], [0.22, -0.22, 0.12], [-0.09, 0.21, -0.11], [0.21, 0.09, -0.03], [-0.39, 0.32, 0.14], [-0.02, 0.15, -0.04], [0.03, 0.02, -0.06], [-0.01, -0.09, -0.09], [-0.04, -0.01, -0.07], [-0.09, 0.12, 0.01], [0.04, 0.02, 0.05], [0.10, 0.01, 0.10], [-0.05, 0.09, 0.01], [0.00, 0.06, 0.03], [0.14, -0.01, 0.03], [0.08, -0.06, 0.02], [0.08, -0.55, 0.10], [-0.30, 0.11, 0.04], [0.65, 0.13, -0.02], [-0.12, 0.05, -0.08], [-0.11, 0.09, 0.04]],
  "total_charge": 0,
  "relative_energy_kj_mol": 13.1,
  "lumo_energy_ev": -0.494,
  "homo_lumo_gap_ha": 0.2515,
  "max_force_ev_per_a": 1.40
}

---

4.
{
  "formula": "C6H13N",
  "method": "ωB97M-V with the def2-TZVPD basis set",
  "elements": ["C", "C", "C", "C", "C", "C", "N", "H", "H", "H", "H", "H", "H", "H", "H", "H", "H", "H", "H", "H"],
  "positions_angstrom": [[1.68167, 0.68178, -0.78601], [0.38708, 0.05136, -1.31625], [-0.82321, 0.45417, -0.39443], [-0.51206, 0.15331, 1.02183], [-0.61542, -0.92708, 1.72860], [-0.83860, -1.05308, 3.21760], [0.04624, 0.07819, -2.63185], [1.83146, 0.44692, 0.26486], [1.66031, 1.77452, -0.82697], [2.59379, 0.35905, -1.28244], [0.51840, -1.01705, -1.04590], [-0.98565, 1.52965, -0.44817], [-1.66504, -0.20885, -0.58130], [1.76714, 2.14160, -3.94598], [-0.75174, -1.85722, 1.17675], [-0.19527, -1.83864, 3.60434], [-1.89182, -1.21471, 3.40714], [-0.62265, -0.09961, 3.69762], [1.50142, 1.62576, -4.40585], [-0.66948, 0.77299, -2.87112]],
  "forces_ev_per_angstrom": [[0.27, 1.19, 0.42], [1.13, -1.26, 1.18], [0.39, 0.94, 1.38], [-0.19, -1.15, -1.45], [-0.54, -0.12, 1.02], [0.41, 0.85, -0.44], [-1.47, -0.28, -0.45], [-0.15, -0.21, 0.08], [-0.06, 0.07, -0.22], [-0.31, -0.23, -0.46], [0.39, -0.08, -0.09], [-0.33, 0.04, -0.86], [-0.61, 0.63, -0.60], [0.05, 0.08, -0.01], [0.44, -0.16, -0.17], [-0.23, -0.05, 0.30], [-0.19, -0.56, 0.08], [0.28, -0.09, 0.11], [0.00, -0.04, -0.01], [0.70, 0.42, 0.18]],
  "total_charge": 0,
  "relative_energy_kj_mol": 731.2,
  "lumo_energy_ev": -2.220,
  "homo_lumo_gap_ha": 0.1788,
  "max_force_ev_per_a": 2.06
}